{
  "formula": "C6H12O4",
  "method": "ωB97M-V/def2-TZVPD",
  "gap_ev": 10.69,
  "e_homo_ha": -0.368,
  "energy_ev": -14604.2600,
  "largest_force_ev_per_a": 4.72,
  "de_lowest_kj_mol": 284.8,
  "smiles": "O=CCC1OCCCO1.O",
  "elements": ["C", "O", "H", "H", "O", "H", "H", "O", "C", "H", "H", "C", "O", "C", "H", "H", "H", "H", "H", "C", "H", "C"],
  "xyz": [[0.3276, 1.4602, -1.8945], [-0.2005, -2.7839, 1.8903], [-0.5718, -0.4811, -2.2656], [1.3055, 1.8565, -1.5853], [-0.6129, 1.4667, 0.3295], [1.2185, -0.4935, -2.2947], [-1.6055, -0.2771, -0.0910], [2.5457, -1.1394, 1.3052], [-0.7620, 2.0016, -0.9787], [-0.7086, 3.0922, -0.8823], [0.3176, -0.5678, 2.5856], [0.3390, -0.0585, -1.8063], [0.3898, -0.4660, -0.4456], [-0.6432, 0.0709, 0.3358], [-2.0462, -1.9644, 2.0183], [0.1424, 1.7769, -2.9301], [1.9310, -2.0118, 1.4357], [-1.1214, 0.2802, 2.3799], [2.9702, -1.2940, 0.4567], [-0.9478, -1.8079, 2.0398], [-1.7619, 1.7358, -1.3675], [-0.5055, -0.3957, 1.7646]],
  "mulliken_charge": [-0.47, -0.46, 0.31, 0.27, -0.40, 0.29, 0.27, -0.64, -0.48, 0.30, 0.35, -0.52, -0.27, 0.17, 0.36, 0.35, 0.35, 0.29, 0.28, 0.00, 0.33, -0.71]
}